{"formula": "C4H11N3O", "method": "ωB97M-V/def2-TZVPD", "elements": ["O", "N", "N", "N", "C", "C", "C", "C", "H", "H", "H", "H", "H", "H", "H", "H", "H", "H", "H"], "coordinates": [[2.042794, 1.551324, -0.892601], [-1.818249, 0.000138, -1.021110], [0.284468, -0.789463, -0.378222], [0.877894, 1.675736, -0.130839], [1.200324, -1.325102, 0.600596], [-1.661527, -1.184374, 1.078435], [-1.114557, -0.683354, -0.230762], [-0.110904, 2.217081, -0.796041], [0.051443, 2.649327, -1.779049], [-2.731095, -0.984431, 1.089989], [0.631612, -0.613379, -1.308416], [-0.868776, 2.640313, -0.155577], [-1.196603, -0.661765, 1.918950], [-1.490376, -2.261454, 1.191803], [-1.143321, 0.848212, -1.501351], [2.730029, 1.325477, -0.247398], [2.196813, -1.383821, 0.172316], [1.228379, -0.694330, 1.492176], [0.891650, -2.326134, 0.897101]], "atomic_forces_ev_per_a": [[-0.270, -0.134, -0.208], [0.707, 3.556, -1.763], [-1.305, -0.640, -0.249], [-1.256, 1.532, -0.684], [-0.481, -0.020, 0.014], [-0.363, -0.837, -0.446], [2.749, 0.319, 1.007], [2.948, 0.633, 1.583], [-0.068, -0.288, -0.236], [0.059, -0.048, 0.036], [-0.033, 0.100, 0.219], [-0.526, -0.578, -0.111], [0.075, 0.004, -0.194], [-0.034, 0.150, 0.179], [-2.132, -3.606, 0.810], [-0.397, -0.030, -0.090], [0.032, 0.017, -0.031], [0.123, 0.029, 0.023], [0.172, -0.160, 0.139]], "max_force_ev_per_a": 4.267, "spin_multiplicity": 1, "orbital_gap_ha": 0.33704, "e_above_lowest_kj_mol": 441.2, "smiles": "[H]/N=C(/C)NC.C=NO", "homo_energy_ev": -8.40, "energy_ha": -398.38613, "charge": 0}

=====

{"formula": "C58H57N13O26", "method": "ωB97M-V/def2-TZVPD", "elements": ["O", "O", "O", "O", "O", "O", "O", "O", "O", "O", "O", "O", "O", "O", "O", "O", "O", "O", "O", "O", "O", "O", "O", "O", "O", "O", "N", "N", "N", "N", "N", "N", "N", "N", "N", "N", "N", "N", "N", "C", "C", "C", "C", "C", "C", "C", "C", "C", "C", "C", "C", "C", "C", "C", "C", "C", "C", "C", "C", "C", "C", "C", "C", "C", "C", "C", "C", "C", "C", "C", "C", "C", "C", "C", "C", "C", "C", "C", "C", "C", "C", "C", "C", "C", "C", "C", "C", "C", "C", "C", "C", "C", "C", "C", "C", "C", "C", "H", "H", "H", "H", "H", "H", "H", "H", "H", "H", "H", "H", "H", "H", "H", "H", "H", "H", "H", "H", "H", "H", "H", "H", "H", "H", "H", "H", "H", "H", "H", "H", "H", "H", "H", "H", "H", "H", "H", "H", "H", "H", "H", "H", "H", "H", "H", "H", "H", "H", "H", "H", "H", "H", "H", "H", "H"], "coordinates": [[2.459201, 0.413038, 4.126560], [0.034435, 7.084745, 0.422445], [3.072522, -0.193056, 6.074599], [4.254966, -2.013399, -5.231667], [-0.528593, -4.191004, -6.449477], [1.570479, 6.168364, -0.756795], [-2.450652, 0.100910, 0.376265], [-5.429230, 1.841365, 7.679234], [-6.003089, 0.807849, 5.876642], [4.573895, 3.350266, -0.458059], [-3.376473, -4.085502, -2.012919], [-2.152579, -2.739063, -0.874200], [2.401721, -7.573856, 0.945754], [1.122081, 4.295023, 2.449604], [4.169252, -2.684777, -1.403160], [3.403733, -0.225542, -2.889899], [4.689885, -2.031284, -7.330818], [1.490120, -1.009669, -3.449529], [-0.346360, 3.580888, 5.338969], [-2.897726, -0.806772, 2.246948], [2.476829, 4.582176, 4.099067], [6.163268, -1.960211, -1.258208], [-2.265134, 4.157468, 6.105942], [0.937977, -9.009475, 0.348663], [5.350349, 2.191912, 1.194023], [1.227218, -3.069688, -7.037435], [5.129888, -2.341675, -0.744136], [4.123763, -1.588750, -6.359281], [0.433023, 6.194473, -0.299491], [0.177664, -3.205797, -6.447196], [-5.192901, 1.158590, 6.702711], [5.193762, 2.434562, 0.028992], [-1.556990, 3.580624, 5.297611], [-2.861001, -3.012970, -1.823646], [-3.204109, -0.515757, 1.099085], [2.159137, 4.706622, 2.937743], [2.793206, 0.660727, 5.267574], [1.476880, -7.934016, 0.253170], [2.265125, -0.560116, -2.627938], [-2.244099, 2.925547, 4.162184], [1.838580, -0.288238, -1.266316], [-4.599572, -0.788698, 0.729191], [-4.036462, -1.169528, -4.912498], [-3.070420, -1.920635, -2.791285], [-7.315300, -0.991854, 0.259610], [-2.765519, 1.427496, 7.278609], [-1.030419, 0.345123, 5.985728], [1.146651, 1.353409, -6.851851], [2.205361, 0.871000, -0.580178], [-3.639869, 2.907484, 4.160964], [-2.258951, 0.107731, -3.787417], [-6.497885, -0.308508, -0.653400], [-2.665944, 4.226919, -0.862879], [-3.405699, -0.047294, 5.500442], [5.005906, -2.200366, 0.712652], [1.245224, -4.963807, -2.031235], [0.100243, 3.816842, -0.886940], [-4.274743, 2.347149, 3.081030], [3.578444, -2.205279, 2.637882], [3.733838, -2.330374, 1.268926], [5.894972, 1.504237, -0.914006], [0.924415, 0.157024, 1.315223], [-3.126553, -0.104801, -4.861928], [-2.344647, -0.733017, -2.692894], [-2.044848, -0.267576, 5.275097], [0.618849, -1.054166, 0.704004], [-0.316656, -7.089302, -1.243815], [-5.128608, -0.225457, -0.431673], [4.635557, -1.893969, 3.502151], [1.730204, 1.090871, 0.701712], [1.836400, 1.314590, -5.658687], [-0.342832, -1.978846, -5.739651], [2.446973, -0.474871, -7.760025], [-1.488940, 2.466581, 3.096824], [-0.104313, -4.980902, -2.352856], [2.815264, 0.331871, -5.531195], [1.760704, -5.876693, -1.139304], [-3.921745, -2.109665, -3.877120], [-0.448043, 5.076072, -0.605091], [0.972007, -6.973515, -0.742047], [-2.158858, 2.034628, 1.943598], [3.128663, -0.528113, -6.548334], [5.863414, -1.690466, 2.882561], [-0.748177, 2.741773, -1.098439], [-5.385408, -1.536965, 1.581410], [-2.120250, 2.977887, -1.045674], [-6.716390, -1.756017, 1.238555], [-3.539070, 1.918898, 1.966029], [-3.770566, 0.842132, 6.505186], [3.132565, 5.314997, 1.981646], [-1.818749, 5.298650, -0.660208], [2.974724, 2.131943, 5.592194], [-1.434898, 1.245691, 6.962544], [1.022240, -1.219881, -0.603961], [6.058808, -1.831517, 1.525223], [-0.891006, -6.072916, -1.998691], [1.490201, 0.516001, -7.935496], [5.504631, 1.672416, -1.913062], [-0.412750, 2.560658, 3.118438], [6.668721, -1.429499, 3.558774], [-4.677055, -1.254968, -5.775660], [3.458621, 4.543839, 1.292206], [0.364159, 2.069809, -7.072654], [-4.568605, -2.968913, -3.999168], [1.164362, 3.632333, -0.941342], [7.037364, -1.707000, 1.079720], [-0.180850, -1.160596, -6.432336], [-1.869434, -6.184843, -2.439667], [2.810207, -5.818474, -0.887856], [0.065848, -1.837549, 1.200265], [-5.099595, -2.017232, 2.505006], [2.047261, 2.566488, 5.231979], [2.838374, 1.584880, -1.092611], [-7.387824, -2.328598, 1.865177], [-2.783059, 2.121415, -1.093385], [-4.271249, 3.268687, 4.958246], [-0.938810, -7.940612, -0.999960], [0.015401, 0.210882, 5.748133], [-4.568838, 0.370104, -1.139564], [-5.352233, 2.296895, 3.168787], [1.988814, -4.232832, -2.323224], [-3.107113, 0.646316, -5.642675], [0.219684, -1.940637, -4.806457], [-1.596846, 1.664968, 1.096492], [0.905329, 0.538597, -8.843543], [3.046150, 2.174312, 6.673461], [2.945964, -2.408740, 0.535522], [1.689531, 1.970154, -4.813145], [-3.971127, 1.504029, 1.062927], [-3.745298, 4.268440, -0.827547], [0.818968, -2.127080, -1.161792], [0.556089, 0.403607, 2.303368], [-4.157110, -0.483525, 4.858990], [-3.067125, 2.101287, 8.068631], [3.836415, 2.452993, 5.018699], [-0.672980, 1.753420, 7.541394], [-1.718896, -0.566773, -1.829014], [2.012635, 1.964165, 1.275126], [-8.374173, -1.069824, 0.053524], [6.953444, 1.759681, -0.921983], [-6.957011, 0.157519, -1.513734], [-2.182435, 6.301749, -0.483696], [-1.646657, 0.996055, -3.847122], [2.665207, -1.255797, -8.474034], [4.463722, -1.723167, 4.553788], [3.275789, 0.263243, -4.552837], [5.809218, 0.462258, -0.620440], [-0.561744, -4.242830, -3.000553], [-1.375545, -2.170269, -5.465502], [3.826857, 5.882512, 2.590350], [-0.315987, 1.805057, -1.419686], [-1.862693, -1.050574, 4.549108], [2.575970, -2.310852, 3.033267], [2.467940, 6.025945, 1.489046]], "atomic_forces_ev_per_a": [[-0.450, 0.071, -0.295], [-0.446, -0.125, -0.059], [-0.065, 0.010, 0.667], [0.196, 0.116, 0.320], [0.277, -0.256, 0.118], [-0.464, -0.297, -0.002], [-0.561, -1.393, -1.460], [-0.503, -0.062, 0.086], [-0.155, -0.311, -0.232], [-0.519, 0.521, 0.180], [-0.288, -0.214, -0.301], [0.125, -0.112, 0.262], [0.403, 0.287, 0.095], [-0.133, 0.034, 0.084], [-0.368, -0.553, 0.449], [0.355, -0.177, 0.938], [0.193, 0.122, -0.472], [-0.211, -0.407, 0.701], [0.241, -0.345, -0.071], [-0.038, -0.492, -0.545], [-0.106, 0.289, 0.053], [0.509, -0.181, 0.284], [0.170, -0.217, -0.099], [-0.467, -0.426, -0.192], [-0.359, 0.342, 1.013], [0.117, -0.456, 0.129], [0.166, 1.173, -0.514], [-0.546, -0.367, 0.427], [1.090, 0.323, 0.016], [-0.728, 0.828, -0.316], [0.942, 0.758, 0.612], [1.087, -1.332, -1.026], [-0.556, 0.672, -0.110], [-0.008, 0.917, 0.362], [0.346, -0.456, 1.388], [0.475, -0.874, -0.260], [0.825, 0.370, -0.642], [0.067, 0.258, -0.195], [0.477, 0.787, -0.019], [-0.195, 0.362, 0.135], [-1.379, -0.117, 1.957], [0.115, 0.111, -0.530], [1.825, 0.690, 1.056], [-0.440, 0.473, -1.249], [0.628, -0.554, -1.571], [-1.045, 0.556, 0.023], [-0.936, 0.547, -0.081], [-0.062, 0.463, -1.305], [0.495, -0.169, -1.028], [0.533, -0.170, 0.061], [-1.373, -0.027, -0.342], [-0.220, -0.151, 0.676], [0.109, -0.371, 0.120], [0.261, 0.735, 0.307], [-0.954, 0.025, 0.910], [0.283, 0.518, 0.794], [0.024, 0.146, 0.080], [-0.046, -0.145, -0.724], [-0.737, 0.022, 0.398], [0.808, 0.152, -0.592], [0.213, 0.093, -0.765], [-0.254, -0.259, 0.651], [-0.342, 0.288, -0.150], [1.253, -0.640, 0.171], [-0.633, -1.368, -0.532], [-0.054, 0.664, -0.362], [-0.603, -0.361, 0.520], [-0.540, 0.306, -0.132], [-0.416, -0.048, -1.876], [0.224, -0.013, -0.120], [0.343, -0.820, -0.634], [0.146, -1.100, 0.413], [0.287, 0.100, 0.115], [-0.389, 0.420, -0.487], [-0.251, -0.335, -0.701], [0.349, 0.578, 0.934], [-0.021, -1.577, 0.116], [-0.976, -0.290, -0.825], [-0.391, -0.861, -0.528], [-0.130, 1.244, -0.503], [0.479, 0.163, 1.421], [-0.611, 0.319, -0.714], [0.143, 0.091, 1.398], [-0.164, 1.133, -0.480], [-0.698, -0.918, 0.043], [0.060, -1.142, -0.171], [-0.723, 1.145, 0.683], [-0.078, 0.887, 0.241], [1.062, -0.952, -0.561], [-1.498, 1.081, 0.581], [0.331, 0.519, 0.503], [-0.973, -1.340, 0.232], [0.615, -0.459, 0.669], [0.663, -0.540, -1.355], [0.781, -0.350, -0.745], [1.083, -0.003, -0.306], [-0.186, -0.608, 0.990], [-0.140, -0.052, 0.083], [0.004, -0.022, 0.093], [0.333, 0.078, -0.414], [-0.235, -0.347, 0.180], [0.381, 0.096, 0.143], [-0.028, 0.149, 0.369], [0.303, -0.316, 0.528], [0.074, 0.426, 0.135], [0.023, 0.071, 0.102], [0.046, 0.226, 0.332], [-0.171, 0.043, 0.349], [-0.070, -0.044, 0.320], [-0.162, 0.075, 0.037], [0.807, 0.200, -0.155], [0.191, 0.399, 0.017], [0.037, 0.104, 0.116], [0.372, -0.216, 0.196], [-0.048, 0.021, -0.270], [0.450, 0.179, 0.266], [0.251, -0.131, 0.140], [-0.036, -0.208, 0.020], [0.472, -0.191, 0.190], [-0.054, -0.205, -0.483], [-0.514, 0.418, -0.458], [-0.057, -0.177, -0.215], [0.157, 0.455, -0.384], [0.015, 0.532, 0.442], [0.050, 0.143, -0.073], [0.336, 0.305, -0.069], [-0.381, -0.451, 0.479], [-0.370, 0.167, -0.122], [-0.573, 0.617, 0.442], [0.009, 0.531, -0.018], [-0.269, -0.116, 0.189], [0.032, -0.297, 0.079], [0.036, -0.148, 0.062], [0.126, 0.026, -0.005], [0.024, 0.148, 0.167], [-0.149, 0.137, 0.041], [0.027, -0.063, 0.106], [-0.020, 0.184, -0.249], [-0.047, 0.051, 0.168], [-0.050, 0.174, 0.238], [0.162, 0.149, -0.030], [-0.059, -0.025, 0.032], [0.231, -0.088, 0.454], [-0.038, 0.263, -0.303], [0.089, -0.158, 0.051], [0.379, -0.139, -0.907], [-0.279, 0.157, 0.293], [0.243, 0.199, -0.028], [-0.091, 0.079, -0.376], [0.543, -0.451, -0.268], [-0.176, -0.288, 0.380], [0.457, 0.276, -0.201], [0.005, 0.066, 0.090], [0.470, 0.022, -0.505]], "max_force_ev_per_a": 2.397, "spin_multiplicity": 1, "orbital_gap_ha": 0.30719, "homo_energy_ev": -9.73, "energy_ha": -4911.17405, "charge": 0}